Molecular formula: C20H23BInN4O2S6
Method: DFT, ωB97M-V with the def2-TZVPD basis set

The geometry in XYZ format:
```
57
Properties=species:S:1:pos:R:3
In -1.279 -0.159 0.875
O -2.214 -3.845 2.631
C -1.613 -2.889 2.186
N -1.804 -1.577 2.487
C -2.444 -1.191 3.613
O -2.821 -1.889 4.535
C -2.595 0.309 3.705
C -3.083 0.879 4.876
C -3.204 2.255 4.941
C -2.851 3.009 3.832
C -2.361 2.359 2.710
N -2.238 1.045 2.664
C -0.484 -3.095 1.206
C -0.172 -4.379 0.775
C 0.905 -4.553 -0.074
C 1.669 -3.447 -0.416
C 1.297 -2.208 0.083
N 0.235 -2.037 0.849
H -3.330 0.230 5.703
H -3.560 2.737 5.843
H -2.941 4.083 3.838
H -2.046 2.892 1.821
H -0.781 -5.204 1.117
H 1.150 -5.535 -0.452
H 2.522 -3.542 -1.070
H 1.862 -1.308 -0.129
C 3.396 -1.089 -3.425
C 2.037 -1.292 -4.072
S 0.631 -1.100 -2.897
C -0.336 0.193 -3.718
C 0.296 1.568 -3.686
S 0.399 2.276 -1.997
C 2.206 2.449 -1.805
C 2.941 1.126 -1.664
S 3.864 0.660 -3.185
H 4.172 -1.477 -4.085
H 3.461 -1.599 -2.465
H 1.974 -2.311 -4.460
H 1.896 -0.586 -4.888
H -1.289 0.193 -3.189
H -0.518 -0.120 -4.748
H -0.321 2.243 -4.278
H 1.307 1.559 -4.090
H 2.303 3.026 -0.887
H 2.585 3.035 -2.644
H 2.237 0.318 -1.465
H 3.677 1.185 -0.859
S -4.117 -0.035 -2.788
C -3.118 -0.069 -1.481
S -2.831 1.343 -0.525
S -2.280 -1.522 -1.027
B 1.481 3.306 2.201
C 0.919 1.974 1.685
N 0.452 0.972 1.321
H 1.179 4.133 1.383
H 2.667 3.216 2.339
H 0.912 3.480 3.248
```

Values from the calculation:
Orbital gap (hartree): 0.24469
E_HOMO (eV): -4.68
LUMO (eV): 1.98
Net charge: -1
Multiplicity: 1
Energy above the lowest of the compared OMol25 structures with the same formula, charge and spin (kcal/mol): 9.1

Mulliken population analysis, charges in e, atoms 1 to 5:
1 In 1.067
2 O -0.664
3 C -0.099
4 N -0.156
5 C 0.182